Entry 1:
ORCA calculation (wB97M-V/def2-TZVPD) on a cluster of 3 separate species, C25H45N2O4 in total in a non-equilibrium geometry.

```
76
Properties=species:S:1:pos:R:3:mulliken_spin:R:1
C 7.2557 -3.2053 4.2026 0.064
C 6.8775 -4.1598 3.2105 -0.001
C 5.9673 -5.2674 2.3486 -0.005
C 5.3593 -6.4714 3.2951 0.893
C 4.3733 -5.9059 4.4765 -0.056
C 3.6116 -4.4873 4.0954 0.024
O 2.4016 -4.2472 4.9394 0.000
C 1.9246 -2.9056 4.4775 0.000
O 0.7637 -2.8816 3.8015 0.000
H 7.5716 -2.6311 5.2006 0.002
H 6.7461 -5.7620 1.5914 0.003
H 5.1451 -4.7080 1.7079 0.002
H 6.2740 -6.9602 3.8776 0.012
H 3.6177 -6.7458 4.8113 0.022
H 5.0639 -5.6512 5.4164 0.046
H 4.3410 -3.5769 4.3409 -0.002
H 3.3107 -4.4154 2.9532 -0.002
H 2.5534 -1.9648 4.7770 0.000
C 0.5589 -0.3463 1.1974 0.000
C 1.9412 0.3696 1.1577 0.000
C 2.2482 1.0302 2.5306 0.000
C 1.4635 2.3119 2.7946 0.000
C 1.6023 3.2887 1.6320 0.000
C 1.2311 2.6537 0.2673 0.000
N 1.9446 1.3539 0.0233 0.000
O 3.2851 1.6525 -0.2806 0.000
C -0.3077 2.4478 0.2053 0.000
C 1.4974 3.6996 -0.8621 0.000
C 2.9636 -0.7994 0.9693 0.000
H 0.0643 -0.3183 0.2169 0.000
H 0.6504 -1.4096 1.4439 0.000
H -0.1179 0.0801 1.9390 0.000
H 3.3188 1.2720 2.5925 0.000
H 2.0516 0.3199 3.3436 0.000
H 0.4101 2.0832 2.9789 0.000
H 1.8377 2.7831 3.7114 0.000
H 0.9712 4.1652 1.8264 0.000
H 2.6353 3.6610 1.6068 0.000
H -0.6023 1.9425 -0.7223 -0.002
H -0.8312 3.4108 0.2289 0.000
H -0.7127 1.8807 1.0427 0.000
H 2.5380 4.0434 -0.8857 0.000
H 0.8837 4.5979 -0.7185 0.000
H 1.2501 3.2881 -1.8476 0.000
H 2.8139 -1.3071 0.0072 0.000
H 2.8510 -1.5494 1.7605 0.000
H 4.0061 -0.4619 1.0204 0.000
C -6.0862 0.5660 -4.4436 0.013
C -4.5527 0.7712 -4.6199 0.026
C -3.7704 -0.3912 -3.9476 0.022
C -3.7219 -0.3108 -2.4247 -0.019
C -3.2412 1.0608 -1.9633 0.024
C -4.0630 2.2225 -2.5783 0.027
N -4.1783 2.1189 -4.0730 0.274
O -2.9334 2.4737 -4.6234 0.649
C -5.4730 2.2475 -1.9259 0.020
C -3.4345 3.5782 -2.1227 -0.013
C -4.3323 0.6437 -6.1634 -0.008
H -6.6136 1.5269 -4.3691 -0.010
H -6.5369 0.0555 -5.3016 0.001
H -6.3354 -0.0346 -3.5679 0.001
H -2.7351 -0.4016 -4.3174 0.002
H -4.2045 -1.3562 -4.2384 0.000
H -4.7040 -0.5354 -1.9993 0.000
H -3.0413 -1.0814 -2.0429 0.002
H -3.2857 1.1035 -0.8677 -0.002
H -2.1802 1.1683 -2.2261 -0.002
H -6.1059 3.0189 -2.3809 -0.009
H -5.4035 2.4762 -0.8560 0.000
H -6.0038 1.2979 -1.9823 0.002
H -2.3819 3.6769 -2.4123 0.001
H -3.4595 3.6754 -1.0299 0.001
H -3.9858 4.4290 -2.5398 -0.002
H -4.8491 1.4462 -6.7062 0.000
H -4.7196 -0.3112 -6.5367 0.000
H -3.2718 0.6685 -6.4427 0.000
```

Properties
**M**: 437.64 Da
**Highest occupied orbital energy (spin up / spin down)**: -1.4 / -1.4 eV
**Net charge**: -1
**Multiplicity**: 3
**Orbital gap (spin up / spin down)**: 3.64 / 1.93 eV

***

Entry 2:
ORCA calculation (wB97M-V/def2-TZVPD) on a cluster of 6 separate species, C25H45NO5 in total in a non-equilibrium geometry.

```
76
Properties=species:S:1:pos:R:3:lowdin_charge:R:1
C 5.0771 0.0382 1.0170 -0.083
C 4.6276 -1.0961 0.3007 -0.075
C 4.3404 -0.9205 -1.0312 -0.162
N 4.6099 0.2366 -1.7014 0.054
C 5.0363 1.2828 -0.9956 -0.157
C 5.2641 1.2890 0.3996 -0.046
H 5.1919 -0.0392 2.0880 0.097
H 4.5441 -2.0833 0.7307 0.100
H 4.0427 -1.7099 -1.7055 0.102
H 5.2243 2.1540 -1.6055 0.098
H 5.5652 2.1472 0.9820 0.098
C -6.4014 0.3149 -1.7287 -0.189
C -5.3064 1.0121 -2.4714 -0.195
C -4.6145 1.9037 -1.4864 -0.188
O -5.7264 2.3157 -0.6719 -0.130
C -6.6699 1.2377 -0.5527 -0.192
H -6.0322 -0.6298 -1.3294 0.106
H -7.3256 0.0954 -2.2633 0.111
H -5.7855 1.5923 -3.2600 0.117
H -4.6858 0.2904 -3.0025 0.110
H -4.1227 2.6865 -2.0639 0.125
H -3.8036 1.4788 -0.8948 0.092
H -7.7004 1.5868 -0.6180 0.117
H -6.4851 0.6510 0.3472 0.113
C -0.6528 -1.0024 -0.6876 -0.173
C 0.6866 -1.0182 -1.3919 -0.171
C 1.0893 0.4475 -1.4198 -0.209
O -0.1388 1.1470 -1.6029 -0.166
C -1.2582 0.3201 -1.1273 -0.157
H -0.6552 -1.0186 0.4023 0.100
H -1.2405 -1.8517 -1.0360 0.106
H 0.5698 -1.3410 -2.4265 0.123
H 1.4293 -1.6611 -0.9195 0.086
H 1.6698 0.6065 -2.3286 0.120
H 1.5816 0.7048 -0.4820 0.115
H -1.9302 0.2723 -1.9842 0.114
H -1.7395 0.8522 -0.3067 0.107
C 1.2812 6.0529 -0.3029 -0.172
C 1.6658 4.7884 -0.9740 -0.211
C 0.4062 4.1652 -1.5090 -0.191
O -0.2940 5.3330 -1.9650 -0.123
C 0.0006 6.4228 -1.0923 -0.197
H 1.9895 6.8759 -0.3979 0.107
H 1.1548 5.8496 0.7605 0.108
H 2.1903 4.1178 -0.2932 0.107
H 2.4171 4.9638 -1.7440 0.117
H -0.1851 3.4887 -0.8919 0.112
H 0.7559 3.5564 -2.3428 0.114
H -0.8178 6.6561 -0.4111 0.107
H 0.1562 7.3831 -1.5840 0.110
C 1.9924 -0.3308 3.0329 -0.172
C 1.7090 -1.8023 2.7658 -0.195
C 0.7383 -2.0881 3.8462 -0.186
O -0.0631 -0.8835 4.0574 -0.131
C 0.5993 0.2086 3.4327 -0.190
H 2.4674 0.1492 2.1774 0.087
H 2.7313 -0.2686 3.8319 0.111
H 2.5599 -2.4829 2.7945 0.122
H 1.2428 -1.8981 1.7852 0.082
H 1.2031 -2.3461 4.7978 0.125
H 0.1070 -2.8779 3.4390 0.106
H 0.8372 1.0197 4.1210 0.118
H 0.0557 0.4290 2.5139 0.109
C -1.1595 -6.0384 0.2992 -0.139
C -0.2522 -5.0855 -0.5000 -0.163
C 0.0465 -4.0417 0.5653 -0.234
O 0.2470 -4.7948 1.7624 -0.155
C -0.2792 -6.1155 1.5603 -0.199
H -1.2274 -7.0751 -0.0305 0.110
H -2.1289 -5.5647 0.4540 0.117
H -0.7888 -4.5523 -1.2848 0.106
H 0.6853 -5.4654 -0.9061 0.120
H -0.8365 -3.4362 0.7694 0.113
H 0.8994 -3.4271 0.2772 0.096
H -0.8565 -6.2739 2.4712 0.116
H 0.4740 -6.9033 1.5420 0.116
```

Properties
**M**: 439.64 Da
**ΔE to the lowest compared entry with this formula, charge and spin**: 118.2 kJ/mol
**Highest occupied orbital energy**: -9.3 eV
**SMILES string**: c1ccncc1.C1CCOC1.C1CCOC1.C1CCOC1.C1CCOC1.C1CCOC1
**Orbital gap**: 9.87 eV

***

Entry 3:
ORCA calculation (wB97M-V/def2-TZVPD) on a structure of composition C25H45NOP2Ru in a non-equilibrium geometry.

```
75
Properties=species:S:1:pos:R:3:mulliken_spin:R:1
Ru 0.2729 1.0594 0.9895 2.312
C 1.7104 -2.0230 0.6518 0.251
C 1.7774 -1.0246 1.6427 -0.083
C -0.3902 -1.8707 1.5557 0.162
C 0.3980 -2.5741 0.6628 0.246
C 0.4130 -0.7564 2.1608 0.479
C 2.8447 -2.4811 -0.1972 -0.001
H 3.5319 -1.6557 -0.4486 0.003
H 2.5036 -2.9378 -1.1448 0.003
H 3.4065 -3.2392 0.3824 0.010
C 0.0374 -3.8504 -0.0165 0.013
H 0.5668 -3.9652 -0.9725 0.002
H -1.0349 -3.8867 -0.2464 0.000
H 0.2852 -4.7461 0.5976 0.006
C -1.7323 -2.2621 2.0438 0.010
H -1.5674 -2.9338 2.9044 0.029
H -2.3270 -2.8327 1.3035 0.001
H -2.3536 -1.4298 2.4347 0.010
C 0.2094 -0.4316 3.6068 -0.027
H 0.9349 -0.9702 4.2444 0.016
H -0.8171 -0.6661 3.9339 -0.003
H 0.3744 0.6446 3.7420 0.011
C 3.0279 -0.5928 2.2922 0.030
H 3.4583 -1.4614 2.8133 0.029
H 2.8802 0.1947 3.0315 -0.005
H 3.7841 -0.2322 1.5896 0.018
C 0.4642 1.6946 -0.9648 0.105
C 1.6738 1.0776 -0.4939 0.113
C 2.8619 1.9072 -0.0414 0.048
C 2.7219 2.5726 1.3725 0.013
C 1.3519 2.4478 1.9882 -0.015
C 0.2053 3.0424 1.3791 0.054
C 0.3422 3.9679 0.1767 0.055
C 0.4465 3.2081 -1.1632 0.066
H 3.0662 2.6999 -0.7809 -0.001
H 3.0124 3.6394 1.2939 -0.002
H 3.7154 1.2158 0.0119 -0.003
H 1.3774 3.5287 -1.6561 -0.008
H -0.1089 1.1630 -1.7449 -0.090
H 1.9151 0.0973 -0.9599 -0.041
H -0.4021 3.5174 -1.7998 0.004
H -0.5333 4.6270 0.1557 -0.002
H -0.5681 3.3900 2.0929 0.000
H 1.2002 4.6499 0.3075 -0.001
H 3.4304 2.1015 2.0643 0.004
H 1.3442 2.4165 3.0893 -0.009
P -0.0498 -1.1661 -2.8492 0.046
C -0.1317 -2.8552 -3.5074 0.003
H -0.2520 -2.8028 -4.5924 0.000
H -0.9956 -3.3511 -3.0415 0.000
H 0.7908 -3.3839 -3.2351 0.000
C -1.1864 -0.1949 -3.9144 0.002
H -1.0997 -0.5381 -4.9553 0.000
H -0.9499 0.8784 -3.8489 -0.003
H -2.2074 -0.3556 -3.5426 0.000
C 1.5650 -0.5794 -3.5399 0.005
H 1.7332 0.4795 -3.2674 -0.003
H 1.5683 -0.6956 -4.6388 0.000
H 2.3763 -1.1706 -3.0767 0.002
P -2.8171 0.6428 0.2768 0.088
C -2.5256 1.1619 1.9511 0.016
H -3.0191 2.1385 1.9851 0.003
H -1.4830 1.3123 2.2819 -0.005
H -3.0431 0.5024 2.6443 0.000
C -2.7997 2.0933 -0.7377 0.007
H -1.9967 2.7909 -0.4645 -0.003
H -3.7657 2.5340 -0.4728 0.000
H -2.7632 1.8773 -1.8144 0.004
C -4.4873 0.0219 0.3836 0.008
H -5.0319 0.9432 0.5983 0.000
H -4.4963 -0.6939 1.2163 0.000
H -4.8207 -0.4441 -0.5529 0.002
O -2.9769 -2.8499 -1.2934 0.003
C -2.6483 -1.7353 -1.0219 0.011
N -2.1976 -0.5995 -0.8550 0.000
```

Properties
**M**: 538.66 Da
**Highest occupied orbital energy (spin up / spin down)**: -13.2 / -13.2 eV
**Net charge**: +2
**Multiplicity**: 5
**Orbital gap (spin up / spin down)**: 6.41 / 5.04 eV

***

Question: What is the formula in the first record?
Answer: C25H45N2O4

***

Question: The highest M belongs to which entry?
Answer: C25H45NOP2Ru

***

Question: Which of these has the lowest M?
Answer: C25H45N2O4

***

Question: The lowest M belongs to which entry?
Answer: C25H45N2O4